one | Entry from OMol25: 2 unconnected molecules or ions with the total composition C11H15NO (wB97M-V/def2-TZVPD).

HOMO-LUMO gap	8.656	eV
SMILES string	Cc1c[nH]c2ccccc12.CCO

Last column: natural (NBO) charge in e.
Atoms and positions in Å:
C 2.13233 2.87284 2.30667  -0.618
C -0.28237 1.63767 -0.29562  0.120
C 0.89313 1.43882 0.41253  -0.046
C 1.07868 2.51631 1.31771  -0.120
C 0.00552 3.34238 1.12931  -0.011
C -0.06626 -0.35445 -1.46693  -0.216
C -0.84416 0.77230 -1.23740  -0.237
C 1.21489 -0.54272 -0.90164  -0.251
C 1.66618 0.29311 0.09493  -0.199
N -0.82640 2.85557 0.12545  -0.538
H -0.48441 -1.06161 -2.17609  0.207
H -1.79149 0.95437 -1.72072  0.215
H 1.76608 -1.38821 -1.29166  0.215
H 2.64312 0.10774 0.52161  0.214
H -1.71225 3.17268 -0.23779  0.412
H -0.26594 4.28965 1.56840  0.205
H 3.15846 2.91710 1.93867  0.217
H 2.07234 2.18424 3.15437  0.214
H 1.88664 3.84851 2.73308  0.216
C -1.20013 -3.56857 -0.65482  -0.064
C -0.63455 -4.74269 0.15484  -0.627
O -2.44939 -4.06104 -1.14751  -0.736
H -1.28187 -2.62587 -0.12233  0.176
H -0.54440 -3.45797 -1.53448  0.154
H -0.37481 -5.54774 -0.52576  0.210
H -3.05372 -3.35441 -1.32216  0.467
H -1.37003 -5.17572 0.84023  0.213
H 0.19716 -4.42183 0.78384  0.208

---

two | Entry from OMol25: a single C11H15NO molecule (wB97M-V/def2-TZVPD).

HOMO-LUMO gap	9.090	eV
SMILES string	COc1ccc2c(c1)C[C@@H](N)CC2

Last column: natural (NBO) charge in e.
Atoms and positions in Å:
C -3.71792 -1.61847 0.27929  -0.253
C -2.13448 0.12864 -0.00656  0.282
C -1.93747 1.53149 0.26519  -0.225
C -0.64084 2.07253 0.10954  -0.206
C 0.40747 1.25985 -0.15417  -0.039
C 1.80318 1.66305 -0.29475  -0.444
C 2.76874 0.62631 0.38245  -0.404
C 2.39262 -0.95583 0.40785  -0.012
C 1.27772 -1.13489 -0.61951  -0.451
C 0.23730 -0.15121 -0.37096  0.011
C -1.13541 -0.58005 -0.47019  -0.279
H -3.09384 -2.10711 1.01844  0.176
H -4.83144 -1.66964 0.42348  0.203
H -3.42305 -2.13931 -0.61773  0.163
H -2.77132 2.21339 0.61288  0.226
H -0.56328 3.17280 0.00783  0.215
H 1.82678 2.61656 0.20667  0.218
H 1.94192 1.85427 -1.34392  0.217
H 2.95959 0.88331 1.54719  0.207
H 3.66686 0.56047 -0.10517  0.178
H 2.05585 -1.35275 1.42606  0.178
H 4.06263 -1.06377 -0.33694  0.333
H 3.92427 -1.42456 1.07912  0.347
H 1.16183 -2.29497 -0.60490  0.238
H 1.77009 -0.95758 -1.63653  0.207
H -1.28472 -1.60301 -0.59529  0.206
N 3.49909 -1.66451 0.18487  -0.787
O -3.47766 -0.26064 0.05697  -0.505

---

three | Entry from OMol25: 2 unconnected molecules or ions with the total composition C11H15NO (wB97M-V/def2-TZVPD).

HOMO-LUMO gap	8.680	eV
SMILES string	Cc1c[nH]c2ccccc12.CCO

Last column: natural (NBO) charge in e.
Atoms and positions in Å:
C 1.10499 -2.91812 2.29169  -0.631
C 0.73526 -0.43563 1.37208  -0.036
C 0.31721 -1.77150 1.68103  -0.099
C -0.42218 0.27030 1.04272  0.113
C -1.03484 -1.79992 1.55350  -0.038
C 1.95703 0.25170 1.27762  -0.222
C 2.00036 1.53301 0.78755  -0.231
C 0.82656 2.20317 0.37941  -0.204
C -0.38634 1.60289 0.64948  -0.235
N -1.53091 -0.53796 1.21911  -0.536
H 2.88017 -0.27845 1.48508  0.209
H 2.90537 2.10362 0.89667  0.212
H 0.83587 3.21154 -0.00150  0.215
H 2.15012 -2.60217 2.30748  0.213
H 1.05264 -3.82630 1.70122  0.222
H -1.64843 -2.66213 1.75401  0.207
H -2.36176 -0.51190 0.66355  0.404
H -1.27847 2.21815 0.72719  0.214
H 0.80144 -2.99131 3.33289  0.222
C -0.96466 0.58712 -2.77000  -0.070
C -2.02748 0.14172 -3.74261  -0.655
O 0.18444 1.13648 -3.43136  -0.728
H -1.22964 1.47123 -2.19050  0.186
H -0.67451 -0.21371 -2.08769  0.166
H -3.02320 0.46591 -3.47396  0.213
H 0.64864 0.52555 -3.97272  0.461
H -2.15276 -0.93754 -3.78809  0.205
H -1.88195 0.52784 -4.74686  0.223

---

Most stable = one

---

one | Entry from OMol25: a single C6H6 molecule (wB97M-V/def2-TZVPD).

HOMO-LUMO gap	9.455	eV

Last column: natural (NBO) charge in e.
Atoms and positions in Å:
C -0.09876 0.61340 1.60821  -0.589
C -0.48005 -0.39642 0.55807  -0.244
C -0.36161 -0.02238 -0.80587  0.193
C -0.18501 0.36627 -2.04289  -0.423
C 0.65823 -1.10917 -0.08360  -0.488
C 1.67291 -1.71128 -0.55832  0.112
H 0.76234 1.20021 1.27360  0.230
H -0.94575 1.27538 1.79401  0.217
H 0.17424 0.07778 2.51721  0.227
H -1.30752 -1.06254 0.78015  0.255
H -0.57006 0.99719 -2.83641  0.248
H 0.68104 -0.22844 -2.20416  0.262

---

two | Entry from OMol25: a single C6H6 molecule (wB97M-V/def2-TZVPD).

HOMO-LUMO gap	10.602	eV
SMILES string	c1ccccc1

Last column: natural (NBO) charge in e.
Atoms and positions in Å:
C -0.74332 -0.05262 1.15271  -0.214
C -1.35949 -0.23369 -0.07754  -0.207
C -0.60738 -0.17558 -1.23105  -0.215
C 0.76420 0.04537 -1.14932  -0.213
C 1.39557 0.22184 0.06646  -0.205
C 0.61255 0.18822 1.21488  -0.214
H -1.36807 -0.12368 2.02747  0.211
H -2.41925 -0.43624 -0.08094  0.210
H -1.08805 -0.26837 -2.19092  0.212
H 1.31996 0.07458 -2.07254  0.210
H 2.45862 0.39068 0.14879  0.214
H 1.03466 0.36948 2.19199  0.210

---

Most stable = two

---

one | Entry from OMol25: a single C6H6 molecule (wB97M-V/def2-TZVPD).

HOMO-LUMO gap	9.082	eV

Last column: natural (NBO) charge in e.
Atoms and positions in Å:
C 0.01384 1.56093 -0.49686  -0.474
C -0.54463 2.23055 -1.38692  0.250
C -0.33145 0.11334 -0.65184  0.071
C -0.82783 -0.48863 -1.71183  -0.393
C 0.69858 1.18989 0.82424  -0.359
C 0.14299 -0.31027 0.67520  -0.444
H -0.88305 -1.53920 -1.65378  0.192
H -0.85496 -0.09027 -2.74280  0.225
H 1.88220 1.34066 0.78580  0.238
H 0.28159 1.75133 1.65581  0.234
H -0.62660 -0.61855 1.39881  0.230
H 0.79796 -1.20712 0.56784  0.231

---

two | Entry from OMol25: a molecular structure, C6H6 (wB97M-V/def2-TZVPD).

HOMO-LUMO gap	8.942	eV

Last column: natural (NBO) charge in e.
Atoms and positions in Å:
C -1.77623 0.06029 0.04963  -0.346
C 0.73882 -0.06683 -1.25320  -0.450
C 1.01612 0.16706 1.25844  -0.410
C -0.48536 0.50396 -0.61731  0.073
C -0.41596 0.19835 0.73539  -0.066
C 0.69939 -0.77418 0.16181  -0.119
H -2.39613 0.78359 0.33744  0.204
H -2.33889 -0.82818 -0.09012  0.209
H 0.54099 -0.57202 -2.14249  0.236
H 1.46521 0.74060 -1.16123  0.237
H 1.60385 1.21562 1.13410  0.195
H 1.22251 -0.41693 2.12300  0.237

---

Most stable = one

---

one | Entry from OMol25: 2 unconnected molecules or ions with the total composition C5H16NS (wB97M-V/def2-TZVPD).

net charge	+1
HOMO-LUMO gap	7.758	eV

Last column: natural (NBO) charge in e.
Atoms and positions in Å:
C 0.21174 1.54946 2.16958  -0.411
N -0.43410 2.89684 1.95502  -0.485
C -1.13137 3.03587 0.63107  -0.421
H 0.76954 1.57632 3.09822  0.246
H -0.57996 0.80870 2.14269  0.239
H 0.87748 1.42771 1.32334  0.235
H 0.29610 3.61393 1.97873  0.435
H -1.09980 3.10231 2.69464  0.436
H -0.40324 2.87424 -0.15675  0.241
H -1.57026 4.02733 0.57863  0.243
H -1.90187 2.27594 0.56056  0.237
C 0.76823 0.67832 -1.59270  -0.605
C 0.81555 -0.65327 -0.84920  -0.408
C -0.06441 -1.71251 -1.50267  -0.508
S 0.00408 -3.23243 -0.50784  -0.042
H 1.38587 1.44877 -1.12711  0.192
H -0.25900 1.05791 -1.59734  0.186
H 1.07210 0.56011 -2.62945  0.233
H 1.84486 -1.01195 -0.80697  0.220
H 0.44104 -0.51538 0.16821  0.173
H 0.29264 -1.92965 -2.50758  0.220
H -1.09075 -1.34951 -1.55009  0.204
H -0.85567 -3.93583 -1.26687  0.139

---

two | Entry from OMol25: 2 unconnected molecules or ions with the total composition C5H16NS (wB97M-V/def2-TZVPD).

net charge	+1
HOMO-LUMO gap	9.213	eV

Last column: natural (NBO) charge in e.
Atoms and positions in Å:
C 0.92690 0.26195 3.18686  -0.640
C -0.28864 -0.25123 2.45165  -0.030
C -1.41853 0.72905 2.20894  -0.645
N 0.17105 -0.77555 1.08536  -0.687
H 1.66702 -0.53555 3.25736  0.230
H 1.30888 1.17072 2.72494  0.228
H 0.64855 0.49855 4.21265  0.260
H -0.72015 -1.15259 2.88800  0.220
H -1.09531 1.63801 1.69926  0.225
H -1.81183 1.05961 3.17200  0.259
H -2.25880 0.25728 1.70009  0.229
H 0.77006 -1.60247 1.14312  0.442
H -0.57337 -0.98532 0.42519  0.447
H 0.72146 -0.06988 0.57933  0.438
C 1.01645 1.17072 -1.88494  -0.750
S 0.48343 -0.54053 -2.22663  0.158
C -1.27900 -0.27940 -2.54364  -0.749
H 0.40507 1.65026 -1.11403  0.198
H 0.99330 1.70136 -2.82922  0.247
H 2.01287 1.16468 -1.44244  0.235
H -1.75276 -1.25864 -2.58268  0.242
H -1.72164 0.32781 -1.75421  0.205
H -1.46824 0.19683 -3.50457  0.239

---

Most stable = two